# 1
ORCA calculation (ωB97M-V/def2-TZVPD) on a structure of composition C10H15F6MgN5P at a distorted geometry.

XYZ file:
```
38
Properties=species:S:1:pos:R:3
Mg -0.1509 0.4785 0.5942
P 2.9853 5.2725 -1.9085
F 1.8715 4.2003 -1.4237
F 4.0270 4.1926 -2.5553
F 2.2949 5.3889 -3.3811
F 4.1451 6.3709 -2.2770
F 2.0078 6.4362 -1.2770
F 3.7106 5.0979 -0.4428
C 5.3257 -4.6842 -0.9879
C 4.4984 -3.5443 -0.6104
N 3.8181 -2.6772 -0.3398
H 5.3827 -4.8148 -2.0686
H 4.8919 -5.4913 -0.3977
H 6.3576 -4.5354 -0.6698
C -3.5536 -6.7641 1.7530
C -2.9246 -5.4315 1.5926
N -2.4764 -4.3464 1.4850
H -4.3639 -6.8363 2.4785
H -2.9226 -7.6527 1.7696
H -4.0924 -6.9372 0.8214
C -7.2558 3.6775 0.0919
C -5.8784 3.2315 0.4636
N -4.8167 2.8243 0.7747
H -7.4874 3.3025 -0.9050
H -7.3211 4.7520 0.2631
H -7.9542 3.2307 0.7996
C 0.8414 3.2349 7.9098
C 1.0064 2.7604 6.5117
N 1.0089 2.3921 5.4541
H 1.5490 4.0513 8.0543
H 1.1890 2.4263 8.5529
H -0.1502 3.5328 8.2505
C 0.9417 -2.4173 -6.7744
C 0.3212 -1.8211 -5.5890
N -0.2212 -1.3854 -4.6247
H 0.8752 -1.7560 -7.6384
H 0.5034 -3.3390 -7.1572
H 2.0164 -2.4200 -6.5924
```

For the energy above the lowest of the compared OMol25 structures with the same formula, charge and spin, the calculation gives 340.4 kcal per mole. The LUMO energy comes out at -10.57 eV. Its net charge is +1. The value obtained for the total energy is -1804.09470 Ha.

# 2
ORCA calculation (ωB97M-V/def2-TZVPD) on a structure of composition C5H9N3O2 at a distorted geometry.

XYZ file:
```
19
Properties=species:S:1:pos:R:3
N -2.7891 0.6452 -0.2550
C -1.5514 1.0284 0.1466
O -1.3228 2.1168 0.6768
N -0.5580 0.1111 -0.0544
C -0.6527 -1.3342 -0.2974
C 0.7281 -1.4983 0.3735
C 0.6545 0.0097 0.7440
C 1.7846 0.9017 0.2933
N 2.0657 1.0504 -0.9921
H -3.5405 1.3148 -0.1859
H -2.9421 -0.1783 -0.8187
H -1.4816 -1.8048 0.2516
H -0.7094 -1.6079 -1.3593
H 0.7604 -2.1778 1.2298
H 1.5381 -1.7369 -0.3246
H 0.5009 0.2003 1.8168
O 2.9301 0.7820 0.8696
H 1.2431 1.1718 -1.5741
H 3.3420 1.0060 -0.5404
```

For the energy above the lowest of the compared OMol25 structures with the same formula, charge and spin, the calculation gives 57.3 kcal per mole. The LUMO energy comes out at 0.55 eV. The value obtained for the total energy is -510.59869 Ha.

# 3
ORCA calculation (ωB97M-V/def2-TZVPD) on the molecule C4H5IN2S at a distorted geometry.

XYZ file:
```
13
Properties=species:S:1:pos:R:3
C -1.6986 1.4196 0.2741
C 1.0534 -1.2836 -0.5575
C -1.9748 0.1723 0.8290
C 1.6871 -0.2260 -0.0094
N -0.4788 1.8195 0.5688
N -0.2219 -1.5707 -0.5047
S -1.2496 -1.2414 0.8057
I 3.7528 0.3054 -0.0854
H -2.4141 1.9891 -0.2510
H 1.4927 -2.1162 -1.0975
H 0.9605 0.5407 0.5111
H -0.4048 2.7740 0.2450
H -0.5038 -2.5827 -0.7282
```

For the energy above the lowest of the compared OMol25 structures with the same formula, charge and spin, the calculation gives 93.7 kcal per mole. The LUMO energy comes out at -0.62 eV. The value obtained for the total energy is -960.63478 Ha.

# 4
ORCA calculation (ωB97M-V/def2-TZVPD) on a cluster of 19 separate species, H37O19 in total at a distorted geometry.

XYZ file:
```
56
Properties=species:S:1:pos:R:3
O -0.3490 1.9959 0.4235
H 2.1269 2.7608 -0.7058
H -1.2527 1.7023 0.5329
O 1.9753 1.0196 3.6231
H -0.1896 -4.2746 1.4258
H 1.7653 0.4815 2.8635
O -2.8959 -3.1987 -0.8670
H 3.7719 -1.3358 -1.3605
H 3.0567 -2.1567 3.1371
O -1.5378 3.0599 -2.4605
H -1.2610 2.1362 -2.4075
H -0.8794 3.5877 -2.9158
O -3.3385 3.3181 -0.4987
H -3.2523 -0.3596 0.5356
H -3.0866 2.9605 -1.3736
O 2.0995 -0.4106 -1.3472
H 1.2571 0.0242 -1.6766
H 2.0483 0.0455 -0.4964
O 3.4067 -1.2790 3.0283
H -0.3716 -1.7377 -2.6280
H 3.4758 -1.0989 2.0924
O -0.4501 -1.2486 -3.4495
H -0.3765 -1.5397 0.8346
O -1.0866 4.6455 0.3383
H -0.6376 0.1950 -1.0394
H -0.8344 3.7096 0.1912
O 3.9081 -2.2453 -1.6604
H -0.3402 -4.5548 -0.0991
H 3.2517 -2.5014 -2.3063
O 0.1600 -0.6345 4.3360
H 0.1529 0.3046 4.5367
H -0.3451 -0.6782 3.5281
O -0.6643 -4.7824 0.7685
H -2.2131 -3.5345 -1.4519
H -2.0647 -1.1828 3.0570
O -0.2434 0.7510 -1.7128
H -2.6649 0.1189 2.6559
H -0.6385 -0.3506 -3.0423
O -0.2621 -2.0232 0.0351
H -3.3514 -2.5838 -1.4410
H -1.1509 4.6226 1.3016
O 0.6010 1.4364 -4.9283
H -0.2717 1.1232 -4.6908
H 1.2663 0.7872 -4.6923
O -2.3702 -0.3609 3.4452
H -2.4341 3.6121 -0.2535
H -0.2263 1.9582 -0.5952
O -3.5833 0.4762 0.8915
H -0.0510 -1.3536 -0.6334
H -4.2758 0.6218 0.2379
O 2.0588 3.1910 0.1405
H 1.5819 4.0047 0.1244
H 2.8059 0.6738 3.9569
O 2.8793 -3.2130 1.2199
H 2.1621 -2.7359 0.8098
H 3.1389 -3.9495 0.6622
```

For the energy above the lowest of the compared OMol25 structures with the same formula, charge and spin, the calculation gives 82.1 kcal per mole. The LUMO energy comes out at 1.97 eV. Its net charge is -1. The value obtained for the total energy is -1451.77168 Ha.

# 5
ORCA calculation (ωB97M-V/def2-TZVPD) on the ion C2H9N6 with charge +1 at a distorted geometry.

XYZ file:
```
17
Properties=species:S:1:pos:R:3
N -0.9183 2.4921 0.0100
C -0.3733 1.2767 -0.1022
C -1.0345 0.3204 0.5611
N -0.4209 -0.9933 0.4256
N -0.0144 -1.5482 1.5271
N 0.9069 -0.5557 -0.5081
N 1.0621 -1.3112 -1.6604
N 0.7166 0.7998 -0.8682
H -1.9349 2.4244 0.2664
H -0.6387 3.1332 -0.7823
H -2.0294 0.3616 1.0124
H 0.1354 -2.5633 1.6613
H 0.2753 -1.0989 2.3981
H 1.7756 -0.7104 0.1920
H 1.3635 -2.2447 -1.4613
H 0.2633 -1.2859 -2.2769
H 1.6511 1.2943 -0.8737
```

For the energy above the lowest of the compared OMol25 structures with the same formula, charge and spin, the calculation gives 69.3 kcal per mole. As for the SMILES: NC1=CN(N)[N@@H+](N)N1. The LUMO energy comes out at -3.26 eV. Its net charge is +1. The value obtained for the total energy is -409.72159 Ha.

# 6
ORCA calculation (ωB97M-V/def2-TZVPD) on a structure of composition C22H19AgClGeNSe3Te.

XYZ file:
```
49
Properties=species:S:1:pos:R:3
Ag 0.8184 -1.0625 -2.2371
Se -0.1860 -3.3788 -1.4993
Se 1.7117 -4.1860 -2.6738
Te 1.8989 -2.5430 -4.6099
Se 2.9124 -0.4555 -3.6235
C 1.1564 2.6031 -1.3429
Ge 0.8629 0.7923 -0.5709
C -0.9242 0.8730 0.3355
C -1.8389 -0.1736 0.2441
C -3.0748 -0.1086 0.8738
C -3.4255 1.0158 1.6073
C -2.5265 2.0702 1.7138
C -1.2906 1.9922 1.0858
C 2.1788 0.7070 0.9117
C 3.0492 1.7510 1.1032
C 3.9812 1.7595 2.1626
C 4.0378 0.7197 3.0417
C 3.1696 -0.3892 2.8924
C 3.2128 -1.4858 3.7848
C 2.3838 -2.5601 3.6179
C 1.4725 -2.5856 2.5444
C 1.3999 -1.5345 1.6741
C 2.2394 -0.4031 1.8144
H 1.0519 3.3959 -0.5961
H 0.4355 2.7880 -2.1409
H 2.1545 2.6641 -1.7816
H -1.5713 -1.0544 -0.3323
H -3.7641 -0.9415 0.7870
H -4.3919 1.0698 2.0948
H -2.7890 2.9521 2.2874
H -0.5957 2.8219 1.1854
H 3.0296 2.6014 0.4310
H 4.6532 2.6036 2.2734
H 4.7461 0.7212 3.8634
H 3.9244 -1.4594 4.6038
H 2.4305 -3.3970 4.3045
H 0.8338 -3.4470 2.3908
H 0.7110 -1.5858 0.8420
Cl -4.0995 2.2793 -1.9857
C -3.4455 0.8054 -2.6072
C -4.2260 -0.3292 -2.7120
C -3.6303 -1.4770 -3.2127
C -2.2930 -1.4403 -3.5713
N -1.5412 -0.3475 -3.4484
C -2.1112 0.7571 -2.9810
H -5.2632 -0.3134 -2.4037
H -4.1930 -2.3961 -3.3090
H -1.7918 -2.3233 -3.9451
H -1.4830 1.6347 -2.8870
```

The LUMO energy (spin up / spin down) comes out at 2.43 / 1.43 eV. Its net charge is -1. Its spin multiplicity is 2. The value obtained for the total energy is -11061.02450 Ha. The expectation value of S² is 0.759.

> Which value of total energy does entry 4 give?

-1451.77168 Ha